i:
2 unconnected molecules or ions with the total composition H4O2. Source: the OMol25 dataset; level of theory: ωB97M-V/def2-TZVPD.

Structure (XYZ):
```
6
H4O2 | the OMol25 dataset | ωB97M-V/def2-TZVPD
O 0.669 0.928 1.042
H -0.290 1.022 1.135
H 0.984 1.829 1.100
O -0.554 -0.940 -1.096
H -1.069 -1.567 -1.646
H -0.542 -1.190 -0.155
```

Summary:
SMILES ... O.O
Gap between HOMO and LUMO ... 12.253 eV

ii:
2 unconnected molecules or ions with the total composition H4O2. Source: the OMol25 dataset; level of theory: ωB97M-V/def2-TZVPD.

Structure (XYZ):
```
6
H4O2 | the OMol25 dataset | ωB97M-V/def2-TZVPD
O -0.257 1.904 0.907
H -0.259 2.852 1.040
H -1.165 1.639 1.053
O 0.904 -2.318 -1.007
H 0.098 -2.560 -1.463
H 0.679 -1.519 -0.530
```

Summary:
SMILES ... O.O
Gap between HOMO and LUMO ... 12.209 eV

iii:
2 unconnected molecules or ions with the total composition H4O2. Source: the OMol25 dataset; level of theory: ωB97M-V/def2-TZVPD.

Structure (XYZ):
```
6
H4O2 | the OMol25 dataset | ωB97M-V/def2-TZVPD
O -1.115 -0.490 1.123
H -1.705 -0.576 0.347
H -0.159 -0.682 0.911
O 1.071 0.564 -1.134
H 1.200 -0.371 -0.906
H 1.015 1.033 -0.265
```

Summary:
SMILES ... O.O
Gap between HOMO and LUMO ... 12.168 eV

iv:
A molecular structure, H4O2. Source: the OMol25 dataset; level of theory: ωB97M-V/def2-TZVPD.

Structure (XYZ):
```
6
H4O2 | the OMol25 dataset | ωB97M-V/def2-TZVPD
O -30.474 -22.168 -0.071
H -30.306 -22.984 0.401
H -31.425 -22.062 -0.036
O -29.773 -22.464 -1.872
H -29.825 -23.255 -2.409
H -29.934 -22.769 -0.979
```

Summary:
Gap between HOMO and LUMO ... 10.360 eV

The most stable of them is ii.

i:
2 unconnected molecules or ions with the total composition H4O2. Source: the OMol25 dataset; level of theory: ωB97M-V/def2-TZVPD.

Structure (XYZ):
```
6
H4O2 | the OMol25 dataset | ωB97M-V/def2-TZVPD
O 2.300 0.192 -0.513
H 3.122 -0.293 -0.754
H 1.592 -0.491 -0.539
O -2.160 -0.160 0.642
H -2.414 0.296 -0.192
H -2.440 0.455 1.356
```

Summary:
SMILES ... O.O
Gap between HOMO and LUMO ... 12.331 eV

ii:
2 unconnected molecules or ions with the total composition H4O2. Source: the OMol25 dataset; level of theory: ωB97M-V/def2-TZVPD.

Structure (XYZ):
```
6
H4O2 | the OMol25 dataset | ωB97M-V/def2-TZVPD
O 0.936 -0.075 -0.057
H 1.367 0.760 0.153
H 1.552 -0.785 0.113
O -1.697 -0.130 0.008
H -1.376 0.774 -0.112
H -0.782 -0.545 -0.106
```

Summary:
SMILES ... O.O
Gap between HOMO and LUMO ... 11.065 eV

The most stable of them is i.

i:
2 unconnected molecules or ions with the total composition H4O2. Source: the OMol25 dataset; level of theory: ωB97M-V/def2-TZVPD.

Structure (XYZ):
```
6
H4O2 | the OMol25 dataset | ωB97M-V/def2-TZVPD
O 0.182 -0.234 -1.126
H 1.036 0.041 -1.420
H 0.256 -1.153 -0.858
O -0.758 0.768 1.240
H -0.403 0.502 0.366
H -0.314 0.076 1.798
```

Summary:
SMILES ... O.O
Gap between HOMO and LUMO ... 11.329 eV

ii:
2 unconnected molecules or ions with the total composition H4O2. Source: the OMol25 dataset; level of theory: ωB97M-V/def2-TZVPD.

Structure (XYZ):
```
6
H4O2 | the OMol25 dataset | ωB97M-V/def2-TZVPD
O 1.372 0.548 0.837
H 0.928 0.262 1.541
H 0.843 0.490 -0.036
O -0.944 -0.084 -0.739
H -0.550 -0.683 -1.332
H -1.650 -0.534 -0.270
```

Summary:
SMILES ... O.O
Gap between HOMO and LUMO ... 11.587 eV

iii:
2 unconnected molecules or ions with the total composition H4O2. Source: the OMol25 dataset; level of theory: ωB97M-V/def2-TZVPD.

Structure (XYZ):
```
6
H4O2 | the OMol25 dataset | ωB97M-V/def2-TZVPD
O -1.406 -0.108 -0.207
H -1.350 -0.800 0.482
H -1.287 0.566 0.496
O 1.434 -0.243 -0.048
H 0.699 -0.069 -0.726
H 1.910 0.654 0.003
```

Summary:
SMILES ... O.O
Gap between HOMO and LUMO ... 11.910 eV

The most stable of them is i.